Entry 1:
# C3H12NO6Y

A molecular structure, C3H12NO6Y in a non-equilibrium geometry (wB97M-V/def2-TZVPD, OMol25).

Summary:
E_tot: -18124.397 eV
Highest occupied orbital energy: 0.7 eV
2S+1: 1
HOMO-LUMO gap: 3.96 eV
LUMO energy: 4.63 eV
Charge: -2

```
23
Properties=species:S:1:pos:R:3:forces:R:3
Y -0.729 -0.014 -2.247 -1.13 -2.65 -1.16
O -1.679 -1.606 -0.933 -0.48 0.23 1.64
H -1.613 -1.862 0.007 0.05 0.29 -0.74
O 0.961 1.091 -3.145 0.75 0.83 -0.78
H 1.540 1.351 -3.887 -0.72 -0.41 0.84
O -2.149 1.667 -1.770 -0.45 0.96 0.29
H -2.857 2.320 -1.603 0.81 -0.84 -0.23
O 0.445 -1.973 -2.536 1.59 -0.02 0.05
H 1.361 -2.066 -2.863 -0.63 0.36 0.12
O -1.950 -1.229 -3.707 -0.70 0.80 -1.20
H -2.592 -1.135 -4.438 0.53 0.17 0.72
C 0.292 0.917 0.926 1.80 0.12 -2.51
O 0.324 0.355 -0.158 -0.48 0.63 1.89
N 0.567 0.349 2.094 1.86 -0.19 3.69
C 1.264 1.148 3.175 -1.85 -0.45 -1.49
C 0.581 -1.066 2.414 -0.53 0.09 -1.55
H 0.318 2.011 1.042 -0.60 0.16 -0.38
H 0.683 1.035 4.090 0.07 0.09 0.20
H 1.225 2.185 2.840 0.33 0.06 0.30
H 2.278 0.792 3.354 0.05 0.05 -0.27
H 1.558 -1.537 2.519 0.41 0.53 0.48
H -0.041 -1.157 3.304 0.03 -0.65 -0.05
H 0.214 -1.577 1.523 -0.73 -0.16 0.14
```
Forces are in eV/Å.

Now the Mulliken charges, all in e: number 1, Y, carries 1.956; number 2, O, carries -0.827; number 3, H, carries 0.047; number 4, O, carries -0.885; number 5, H, carries 0.078; number 6, O, carries -0.912; number 7, H, carries 0.082; number 8, O, carries -0.846; number 9, H, carries 0.072; number 10, O, carries -0.856; number 11, H, carries 0.068; number 12, C, carries 0.157; number 13, O, carries -0.494; number 14, N, carries 0.102; number 15, C, carries -0.881; number 16, C, carries -0.860; number 17, H, carries 0.280; number 18, H, carries 0.295; number 19, H, carries 0.319; number 20, H, carries 0.267; number 21, H, carries 0.297; number 22, H, carries 0.319; number 23, H, carries 0.219

---

Entry 2:
# C5H9OP

A molecular structure, C5H9OP in a non-equilibrium geometry (wB97M-V/def2-TZVPD, OMol25).

Summary:
E_tot: -16665.097 eV
Highest occupied orbital energy: -9.0 eV
2S+1: 1
HOMO-LUMO gap: 9.70 eV
LUMO energy: 0.70 eV

```
16
Properties=species:S:1:pos:R:3:forces:R:3
C 1.164 0.921 0.934 3.92 2.04 -1.84
C -0.077 0.872 1.238 -3.75 -1.09 2.60
C 1.514 0.558 -0.531 -0.34 0.85 3.03
C 0.228 0.558 -1.260 -1.33 1.78 -2.32
C -1.331 -2.117 0.227 -0.34 3.87 2.46
O -2.520 0.878 -0.100 1.80 -0.60 -0.51
P -1.155 0.234 -0.062 -1.34 -2.22 0.64
H 1.969 1.553 1.405 -0.92 -1.33 0.37
H -0.549 1.035 2.232 0.59 0.31 -0.82
H 2.186 1.303 -0.831 0.82 1.33 -0.89
H 2.144 -0.296 -0.481 -0.02 -1.44 -0.44
H -0.003 1.628 -1.740 0.42 -2.03 1.35
H 0.357 -0.044 -2.130 -0.68 -0.86 -0.65
H -0.404 -2.198 0.746 1.26 -0.56 -0.57
H -2.024 -2.365 1.083 -0.07 0.59 -1.54
H -1.501 -2.519 -0.729 -0.03 -0.66 -0.85
```
Forces are in eV/Å.

Now the Mulliken charges, all in e: number 1, C, carries -0.198; number 2, C, carries -0.481; number 3, C, carries -0.570; number 4, C, carries -0.632; number 5, C, carries -0.981; number 6, O, carries -0.689; number 7, P, carries 0.556; number 8, H, carries 0.295; number 9, H, carries 0.361; number 10, H, carries 0.373; number 11, H, carries 0.312; number 12, H, carries 0.316; number 13, H, carries 0.397; number 14, H, carries 0.331; number 15, H, carries 0.288; number 16, H, carries 0.323

---

Entry 3:
# C64H53N7S2TeV

A molecular structure, C64H53N7S2TeV in a non-equilibrium geometry (wB97M-V/def2-TZVPD, OMol25).

Summary:
E_tot: -132307.815 eV
Highest occupied orbital energy (alpha / beta): -6.2 / -5.9 eV
2S+1: 2
HOMO-LUMO gap (alpha / beta): 5.83 / 5.52 eV
LUMO energy (alpha / beta): -0.35 / -0.38 eV

```
128
Properties=species:S:1:pos:R:3:forces:R:3
V -0.503 0.523 -0.842 1.56 -4.52 -1.32
C 0.747 -5.482 -0.815 0.20 -0.10 -0.12
C 1.436 -4.355 -1.232 0.00 -0.26 0.05
C 1.000 -3.088 -0.896 -0.06 0.25 0.20
C -0.139 -2.889 -0.093 0.25 -0.51 -0.05
C -0.886 -4.049 0.212 -0.13 0.02 0.02
C -0.440 -5.307 -0.117 0.06 -0.16 0.05
N -0.563 -1.638 0.251 0.28 1.30 -0.29
C -1.437 -1.479 1.281 -0.78 0.03 0.23
C -1.569 -2.309 2.412 -0.03 0.17 -0.03
C -2.565 -2.086 3.339 -0.11 -0.07 -0.02
C -3.467 -1.034 3.187 -0.01 -0.06 0.14
C -3.327 -0.161 2.131 0.14 0.07 -0.25
C -2.300 -0.351 1.197 -0.18 -1.12 1.29
N -2.068 0.468 0.138 -1.26 -0.05 -0.11
N -2.984 1.391 -0.115 -1.07 0.55 0.43
C -2.837 1.881 -1.329 0.19 -0.29 -0.15
C -3.737 2.823 -1.888 -0.04 0.23 -0.13
C -3.622 3.155 -3.205 0.04 -0.10 0.30
C -2.612 2.546 -3.975 0.33 -0.22 -0.06
C -1.731 1.690 -3.360 -0.09 0.25 -0.92
N -1.798 1.362 -2.069 -1.16 0.57 -0.23
H 1.101 -6.471 -1.072 -0.01 -0.03 -0.02
H 2.322 -4.462 -1.846 0.05 0.00 0.00
H 1.522 -2.226 -1.289 -0.11 -0.03 0.05
H -1.850 -3.939 0.687 0.05 -0.04 0.09
H -1.031 -6.171 0.162 -0.06 -0.03 -0.01
H -0.880 -3.130 2.553 -0.13 0.00 -0.08
H -2.649 -2.746 4.192 -0.01 -0.06 0.08
H -4.247 -0.886 3.919 -0.08 0.03 0.02
H -3.988 0.683 1.997 -0.02 0.02 0.01
H -4.495 3.246 -1.248 -0.06 0.02 0.08
H -4.281 3.881 -3.659 -0.11 0.00 0.02
H -2.510 2.770 -5.026 0.07 -0.04 -0.07
H -0.910 1.254 -3.925 -0.10 0.05 0.09
S 3.844 -2.658 0.479 -0.46 0.43 0.33
C 2.972 -3.184 1.887 0.01 0.46 -0.13
C 3.066 -4.407 2.521 -0.05 -0.08 0.07
C 2.278 -4.622 3.635 0.21 -0.02 -0.08
C 1.457 -3.610 4.122 -0.05 0.07 0.04
C 1.350 -2.391 3.481 0.00 0.12 0.04
C 2.089 -2.181 2.323 0.13 -1.18 0.69
N 2.080 -1.079 1.507 0.81 0.27 -1.41
C 2.896 -1.196 0.473 0.19 -0.95 0.71
C 2.944 -0.285 -0.618 -0.12 0.81 -0.81
C 4.131 -0.219 -1.370 -0.15 -0.03 0.35
C 4.222 0.607 -2.460 0.06 -0.01 -0.09
C 3.093 1.329 -2.833 -0.02 -0.06 0.00
C 1.929 1.252 -2.091 0.06 0.09 -0.13
C 1.783 0.464 -0.934 0.70 -0.49 -0.23
H 3.723 -5.169 2.131 0.05 -0.12 0.02
H 2.316 -5.580 4.130 -0.02 -0.06 0.09
H 0.881 -3.788 5.017 -0.11 0.02 0.08
H 0.705 -1.610 3.853 -0.06 -0.08 0.02
H 4.976 -0.806 -1.034 0.20 0.01 -0.10
H 5.145 0.698 -3.014 0.06 -0.04 -0.05
H 3.121 1.964 -3.710 0.00 0.07 -0.03
H 1.095 1.841 -2.450 0.05 -0.02 0.04
N -0.254 -0.828 -2.456 0.64 0.18 -0.07
S -1.421 -1.863 -2.412 -0.89 -1.01 -2.00
C -0.857 -3.362 -3.276 -0.03 0.04 0.31
C 0.270 -3.370 -4.079 -0.07 0.20 -0.04
C 0.664 -4.547 -4.691 0.02 0.09 -0.04
C -0.058 -5.710 -4.484 -0.02 -0.11 -0.01
C -1.173 -5.700 -3.663 0.02 -0.03 -0.15
C -1.576 -4.523 -3.058 -0.08 0.15 -0.05
C -2.596 -1.418 -3.739 -0.05 0.05 0.46
C -2.174 -1.105 -5.020 0.05 -0.04 0.01
C -3.094 -0.661 -5.952 0.16 -0.06 0.00
C -4.434 -0.565 -5.612 -0.11 0.01 0.03
C -4.857 -0.914 -4.341 -0.09 0.06 -0.14
C -3.932 -1.321 -3.394 0.11 -0.06 0.14
H 0.180 -0.673 -3.360 -0.07 -0.02 0.07
H 0.856 -2.471 -4.209 0.09 0.06 0.02
H 1.541 -4.553 -5.323 0.05 -0.01 -0.03
H 0.261 -6.629 -4.954 0.01 -0.09 -0.03
H -1.724 -6.612 -3.488 -0.07 -0.08 0.04
H -2.437 -4.501 -2.408 -0.12 -0.05 0.11
H -1.132 -1.209 -5.291 0.11 0.04 -0.05
H -2.762 -0.390 -6.943 0.01 0.00 -0.09
H -5.148 -0.213 -6.341 -0.08 0.00 -0.07
H -5.905 -0.862 -4.086 -0.06 0.06 0.06
H -4.242 -1.560 -2.388 -0.06 0.00 0.14
C 2.493 1.529 7.953 0.02 -0.05 -0.05
C 2.135 1.222 6.530 -0.03 -0.03 -0.09
C 0.817 1.194 6.106 0.17 0.02 0.02
C 0.483 0.949 4.780 -0.10 -0.08 -0.40
C -0.970 0.849 4.416 0.10 0.07 -0.03
C 1.489 0.737 3.826 -0.04 0.08 -0.22
Te 1.023 0.699 1.622 0.55 0.64 2.54
C 2.824 0.726 4.258 -0.02 0.05 -0.26
C 3.955 0.453 3.308 0.02 0.14 0.01
C 3.124 0.958 5.594 -0.09 0.01 0.03
H 1.610 1.806 8.524 -0.03 0.02 0.09
H 3.207 2.350 7.997 0.04 0.05 0.06
H 2.954 0.662 8.425 0.04 -0.04 0.11
H 0.028 1.371 6.824 -0.12 0.03 0.06
H -1.601 1.196 5.232 -0.07 0.04 0.01
H -1.231 -0.189 4.210 -0.04 0.02 -0.07
H -1.208 1.418 3.519 -0.15 0.00 0.01
H 3.817 1.005 2.373 0.10 -0.06 0.04
H 4.001 -0.609 3.074 0.12 -0.08 -0.05
H 4.906 0.733 3.754 0.08 0.05 -0.01
H 4.158 0.953 5.909 0.16 0.01 0.01
N -0.185 2.144 -0.433 0.88 4.08 0.47
C -0.006 3.391 -0.381 -0.01 0.06 -0.03
C -0.612 4.222 0.679 -0.14 0.25 0.42
C -1.235 5.419 0.324 0.12 -0.18 -0.02
C -1.907 6.165 1.272 -0.07 0.11 0.08
C -1.945 5.742 2.592 -0.03 -0.01 -0.01
C -1.307 4.566 2.958 0.01 0.02 0.16
C -0.646 3.813 2.008 0.11 -0.14 -0.21
C 0.784 4.155 -1.394 0.16 -0.02 -0.28
C 1.967 4.764 -0.980 -0.18 -0.01 0.01
C 2.723 5.503 -1.871 0.11 0.01 0.04
C 2.327 5.619 -3.193 0.06 0.03 -0.08
C 1.172 4.985 -3.620 -0.01 0.03 -0.12
C 0.397 4.267 -2.725 -0.12 -0.01 0.15
H -1.206 5.745 -0.707 0.01 0.04 -0.06
H -2.400 7.084 0.981 -0.02 0.02 0.00
H -2.470 6.330 3.332 -0.02 0.03 0.07
H -1.315 4.240 3.987 -0.02 -0.03 0.10
H -0.118 2.904 2.285 -0.19 0.20 0.11
H 2.290 4.650 0.045 -0.01 0.05 0.12
H 3.624 5.993 -1.529 0.09 0.01 0.01
H 2.912 6.205 -3.889 0.06 0.01 -0.03
H 0.868 5.052 -4.655 -0.05 0.06 -0.04
H -0.523 3.807 -3.060 -0.01 -0.03 0.03
```
Forces are in eV/Å.

Atomic partial charges in e from the Mulliken method, atoms 1 to 99: number 1, V, carries -2.318; number 2, C, carries -1.114; number 3, C, carries -0.727; number 4, C, carries 0.642; number 5, C, carries 0.537; number 6, C, carries -0.360; number 7, C, carries -1.430; number 8, N, carries 1.216; number 9, C, carries -0.203; number 10, C, carries -0.376; number 11, C, carries -1.711; number 12, C, carries -0.949; number 13, C, carries -0.423; number 14, C, carries 0.189; number 15, N, carries 2.527; number 16, N, carries -1.628; number 17, C, carries 0.020; number 18, C, carries -1.048; number 19, C, carries -0.743; number 20, C, carries -1.030; number 21, C, carries -0.684; number 22, N, carries 2.291; number 23, H, carries 0.428; number 24, H, carries 0.440; number 25, H, carries -0.125; number 26, H, carries 0.608; number 27, H, carries 0.415; number 28, H, carries 1.098; number 29, H, carries 0.379; number 30, H, carries 0.402; number 31, H, carries 0.492; number 32, H, carries 0.616; number 33, H, carries 0.453; number 34, H, carries 0.551; number 35, H, carries 0.115; number 36, S, carries -0.375; number 37, C, carries 0.974; number 38, C, carries -0.364; number 39, C, carries -0.839; number 40, C, carries -0.763; number 41, C, carries -0.983; number 42, C, carries -0.560; number 43, N, carries 0.416; number 44, C, carries 1.126; number 45, C, carries 0.242; number 46, C, carries -0.682; number 47, C, carries -1.388; number 48, C, carries -0.979; number 49, C, carries -0.579; number 50, C, carries 1.189; number 51, H, carries 0.471; number 52, H, carries 0.431; number 53, H, carries 0.474; number 54, H, carries 0.423; number 55, H, carries 0.575; number 56, H, carries 0.412; number 57, H, carries 0.505; number 58, H, carries 0.304; number 59, N, carries -0.133; number 60, S, carries -0.530; number 61, C, carries 0.821; number 62, C, carries 0.015; number 63, C, carries -0.933; number 64, C, carries -0.513; number 65, C, carries -0.978; number 66, C, carries -0.414; number 67, C, carries 0.975; number 68, C, carries -0.255; number 69, C, carries -0.864; number 70, C, carries -0.527; number 71, C, carries -0.835; number 72, C, carries -0.121; number 73, H, carries 0.331; number 74, H, carries 0.306; number 75, H, carries 0.445; number 76, H, carries 0.410; number 77, H, carries 0.445; number 78, H, carries 0.469; number 79, H, carries 0.393; number 80, H, carries 0.415; number 81, H, carries 0.406; number 82, H, carries 0.449; number 83, H, carries 0.488; number 84, C, carries -1.612; number 85, C, carries 0.675; number 86, C, carries -0.911; number 87, C, carries 1.911; number 88, C, carries -0.725; number 89, C, carries -0.904; number 90, Te, carries 1.627; number 91, C, carries 1.569; number 92, C, carries -1.406; number 93, C, carries -1.132; number 94, H, carries 0.359; number 95, H, carries 0.367; number 96, H, carries 0.322; number 97, H, carries 0.334; number 98, H, carries 0.473; number 99, H, carries -0.172